{"formula": "C2O2S", "method": "ωB97M-V with the def2-TZVPD basis set", "s_squared": 2.0049, "spin_multiplicity": 3, "e_lumo_ev": [0.6, -3.9], "homo_energy_ev": [-5.9, -11.1], "gap_ev": [6.52, 7.16], "de_lowest_kj_mol": 0.0, "charge": 0, "elements": ["C", "C", "O", "O", "S"], "xyz": [[-1.3084, -0.4603, -0.3828], [1.1603, 0.7333, 0.6498], [-0.8375, -0.8753, -1.2913], [0.3832, 0.2285, 1.3441], [2.1723, 1.3928, -0.3480]]}